The following is a DFT calculation (ωB97M-V with the def2-TZVPD basis set) of a 10-piece molecular cluster, C25H75N5O10 overall at a distorted geometry.

Summary:
SMILES = COC[C@H](C)N.COC[C@H](C)N.COC[C@H](C)N.COC[C@H](C)N.COC[C@H](C)N.CO.CO.CO.CO.CO
E_HOMO = -9.2 eV
LUMO energy = 0.44 eV
energy = -55062.782 eV
molecular weight = 605.90 g/mol
frontier orbital gap = 9.68 eV

The geometry in ORCA input format:
```
! wB97M-V def2-TZVPD RIJCOSX def2/J DEFGRID3
* xyz 0 1
C 3.4204 1.9005 -1.9950
O 3.2537 1.8486 -3.3820
C 1.9280 2.1332 -3.7953
C 1.5621 3.5886 -3.6126
C 0.2024 3.9150 -4.2277
N 2.5731 4.5323 -4.1107
H 2.7822 1.1771 -1.4637
H 3.2185 2.8947 -1.5717
H 4.4592 1.6597 -1.7688
H 1.8782 1.8785 -4.8571
H 1.2368 1.4993 -3.2198
H 1.4650 3.8017 -2.5399
H -0.0919 4.9273 -3.9565
H -0.5684 3.2020 -3.9333
H 0.2946 3.8712 -5.3206
H 3.4501 4.0292 -4.2560
H 2.3316 4.7825 -5.0712
C 3.5146 -6.0259 -3.9530
O 3.0735 -5.7172 -2.6469
C 1.7899 -5.1483 -2.6499
C 1.3581 -4.9147 -1.2260
C -0.1407 -4.7838 -1.0724
N 2.0186 -3.7159 -0.7140
H 4.5835 -6.2202 -3.9115
H 3.3536 -5.1926 -4.6473
H 2.9827 -6.9064 -4.3325
H 1.7948 -4.1847 -3.1865
H 1.0594 -5.8007 -3.1577
H 1.6855 -5.7935 -0.6503
H -0.5620 -4.1591 -1.8653
H -0.3665 -4.2846 -0.1265
H -0.6391 -5.7519 -1.0716
H 2.9959 -3.7334 -0.9881
H 1.9841 -3.6983 0.3027
C -1.8353 -0.2054 4.9624
O -2.8009 -0.8718 4.1837
C -3.4931 -0.0009 3.3216
C -4.3531 -0.7901 2.3728
C -3.5372 -1.6274 1.3928
N -5.2297 0.1825 1.6974
H -2.3027 0.2667 5.8389
H -1.3396 0.5896 4.3883
H -1.1033 -0.9344 5.2961
H -4.1611 0.6397 3.9167
H -2.7932 0.6147 2.7331
H -4.9885 -1.4495 2.9724
H -2.8730 -2.3480 1.8734
H -2.9022 -0.9586 0.7951
H -4.1808 -2.1487 0.6802
H -4.6731 1.0025 1.4539
H -5.4961 -0.2045 0.7949
C -1.8852 3.3008 3.5312
O -1.7271 2.8947 2.1884
C -2.1282 3.9061 1.2917
C -1.9856 3.4091 -0.1266
C -0.5447 3.0455 -0.4756
N -2.5814 4.3885 -1.0408
H -1.1530 4.0898 3.7697
H -1.7560 2.4302 4.1662
H -2.8589 3.7799 3.6936
H -3.1695 4.2164 1.4404
H -1.4926 4.7969 1.4438
H -2.5591 2.4791 -0.2252
H 0.0543 3.9307 -0.7341
H -0.4567 2.4331 -1.3790
H -0.0233 2.5360 0.3365
H -2.6481 3.9468 -1.9553
H -1.9096 5.1411 -1.1856
C 1.7257 2.1380 2.4894
O 2.5436 1.3889 3.3477
C 2.5546 1.8304 4.6855
C 3.3815 0.8461 5.4807
C 3.2990 1.1575 6.9633
N 4.7959 0.8281 5.0461
H 0.6554 2.0474 2.7265
H 1.8502 1.6940 1.5005
H 1.9558 3.2091 2.4426
H 2.9738 2.8421 4.7713
H 1.5188 1.8115 5.0689
H 2.9759 -0.1436 5.2550
H 2.3131 0.9059 7.3561
H 3.4213 2.2388 7.1122
H 4.0869 0.6673 7.5261
H 5.1330 1.7909 5.0937
H 4.7912 0.6353 4.0456
C 0.0565 -0.7224 -0.6673
O 0.5672 -1.4633 -1.7816
H -1.0287 -0.6717 -0.7703
H 0.3502 -1.1988 0.2720
H 0.4616 0.2922 -0.6346
H 1.0090 -2.2699 -1.4335
C -2.7421 0.9253 -3.0814
O -3.0512 2.2979 -3.2491
H -3.6811 0.3598 -2.9995
H -2.2672 0.5080 -3.9759
H -2.1328 0.7824 -2.1975
H -3.2728 2.4437 -4.1719
C 1.6941 -1.8470 2.9125
O 2.2363 -2.8947 2.1104
H 0.6178 -1.9158 2.7862
H 1.8964 -2.0228 3.9772
H 2.1318 -0.8883 2.6469
H 3.1688 -2.7205 1.9559
C -0.4776 -3.1962 -4.7252
O 0.3587 -2.0509 -4.5287
H -0.1659 -3.7246 -5.6211
H -0.3592 -3.8485 -3.8545
H -1.5221 -2.8777 -4.8041
H 0.2128 -1.8176 -3.6002
C -3.1794 -2.6154 -2.1605
O -4.5903 -2.4665 -2.2005
H -2.6782 -1.7536 -2.6095
H -2.8568 -2.7814 -1.1374
H -2.8581 -3.5208 -2.6944
H -4.8671 -2.3198 -3.1083
*
```

Atom charges from the Löwdin analysis, given in e for atoms 1 to 99: number 1, C, carries -0.117; number 2, O, carries -0.182; number 3, C, carries -0.194; number 4, C, carries -0.465; number 5, C, carries -0.058; number 6, N, carries 0.048; number 7, H, carries 0.082; number 8, H, carries 0.087; number 9, H, carries 0.091; number 10, H, carries 0.137; number 11, H, carries 0.121; number 12, H, carries 0.099; number 13, H, carries 0.081; number 14, H, carries 0.057; number 15, H, carries 0.081; number 16, H, carries 0.069; number 17, H, carries 0.065; number 18, C, carries -0.104; number 19, O, carries -0.177; number 20, C, carries -0.234; number 21, C, carries -0.422; number 22, C, carries -0.050; number 23, N, carries 0.056; number 24, H, carries 0.087; number 25, H, carries 0.090; number 26, H, carries 0.089; number 27, H, carries 0.127; number 28, H, carries 0.135; number 29, H, carries 0.145; number 30, H, carries 0.046; number 31, H, carries 0.084; number 32, H, carries 0.087; number 33, H, carries 0.098; number 34, H, carries 0.053; number 35, C, carries -0.108; number 36, O, carries -0.172; number 37, C, carries -0.232; number 38, C, carries -0.433; number 39, C, carries -0.057; number 40, N, carries 0.043; number 41, H, carries 0.095; number 42, H, carries 0.057; number 43, H, carries 0.086; number 44, H, carries 0.138; number 45, H, carries 0.116; number 46, H, carries 0.140; number 47, H, carries 0.080; number 48, H, carries 0.069; number 49, H, carries 0.067; number 50, H, carries 0.063; number 51, H, carries 0.068; number 52, C, carries -0.108; number 53, O, carries -0.219; number 54, C, carries -0.218; number 55, C, carries -0.427; number 56, C, carries -0.049; number 57, N, carries 0.053; number 58, H, carries 0.094; number 59, H, carries 0.053; number 60, H, carries 0.095; number 61, H, carries 0.128; number 62, H, carries 0.136; number 63, H, carries 0.134; number 64, H, carries 0.080; number 65, H, carries 0.056; number 66, H, carries 0.052; number 67, H, carries 0.037; number 68, H, carries 0.073; number 69, C, carries -0.107; number 70, O, carries -0.212; number 71, C, carries -0.221; number 72, C, carries -0.446; number 73, C, carries -0.064; number 74, N, carries 0.042; number 75, H, carries 0.074; number 76, H, carries 0.077; number 77, H, carries 0.099; number 78, H, carries 0.133; number 79, H, carries 0.131; number 80, H, carries 0.125; number 81, H, carries 0.077; number 82, H, carries 0.080; number 83, H, carries 0.077; number 84, H, carries 0.074; number 85, H, carries 0.064; number 86, C, carries -0.112; number 87, O, carries -0.166; number 88, H, carries 0.052; number 89, H, carries 0.074; number 90, H, carries 0.049; number 91, H, carries 0.029; number 92, C, carries -0.145; number 93, O, carries -0.131; number 94, H, carries 0.076; number 95, H, carries 0.088; number 96, H, carries 0.056; number 97, H, carries 0.087; number 98, C, carries -0.128; number 99, O, carries -0.143

The following is a DFT calculation (ωB97M-V with the def2-TZVPD basis set) of a 10-piece molecular cluster, C25H75N5O10 overall at a distorted geometry.

Summary:
SMILES = COC[C@H](C)N.COC[C@H](C)N.COC[C@H](C)N.COC[C@H](C)N.COC[C@H](C)N.CO.CO.CO.CO.CO
E_HOMO = -8.7 eV
LUMO energy = 0.36 eV
energy = -55045.879 eV
molecular weight = 605.90 g/mol
frontier orbital gap = 9.07 eV

The geometry in ORCA input format:
```
! wB97M-V def2-TZVPD RIJCOSX def2/J DEFGRID3
* xyz 0 1
C 1.4633 0.7356 -3.0229
O 1.3330 0.9492 -1.5712
C 0.8117 -0.2346 -0.8249
C 0.3350 0.2689 0.5006
C 1.4714 0.9169 1.3748
N -0.2340 -0.8648 1.2693
H 1.9396 -0.2568 -3.3926
H 2.1864 1.3762 -3.3455
H 0.4836 0.6991 -3.7549
H 0.0385 -0.5105 -1.5628
H 1.6033 -1.1620 -0.6968
H -0.2933 1.0015 0.4087
H 2.1771 1.4525 0.8990
H 2.1546 0.3443 1.6025
H 0.9376 1.4848 2.1329
H -0.9286 -1.0142 0.6005
H -0.7664 -0.3250 1.8893
C 1.8110 -2.9841 7.0657
O 0.8978 -3.6665 6.2709
C 0.8611 -3.2055 4.8783
C -0.1581 -4.1965 4.2308
C 0.3293 -5.6212 4.1496
N -0.2229 -3.7697 2.7748
H 1.8653 -1.9351 6.8574
H 2.8377 -3.3634 7.0568
H 1.4786 -3.0387 8.0210
H 0.6076 -2.2981 4.4810
H 1.8306 -3.3355 4.6070
H -1.0085 -4.2333 4.4308
H -0.1586 -6.3775 3.6945
H 0.2624 -5.8750 5.3064
H 1.3702 -5.5530 3.9374
H -0.5945 -2.9023 2.6672
H -0.7831 -4.4016 2.3211
C 4.3782 7.8286 -1.9235
O 3.3522 6.8981 -1.5323
C 3.7436 5.5238 -1.7956
C 2.6360 4.5649 -1.4316
C 2.3165 4.7954 0.0154
N 3.0266 3.2575 -1.7130
H 4.5176 7.8079 -2.7929
H 5.2019 7.6906 -1.3696
H 3.9745 8.8526 -1.6647
H 4.1050 5.3824 -2.8352
H 4.6185 5.2423 -1.3467
H 1.7228 4.8356 -2.0393
H 1.8212 5.7713 0.2302
H 3.3318 4.7088 0.4565
H 1.7598 4.1496 0.6865
H 2.3411 2.5049 -1.7617
H 3.0413 3.5645 -2.6360
C -2.3179 -0.0569 -3.0332
O -1.5905 -0.8972 -3.9474
C -2.1989 -2.1982 -4.0335
C -1.3754 -3.0738 -5.0522
C -1.3002 -2.6274 -6.4869
N -1.9225 -4.4768 -4.9814
H -1.8875 0.8374 -3.0810
H -2.1748 -0.5230 -2.0871
H -3.3616 0.0967 -3.2000
H -2.3526 -2.7660 -3.0835
H -3.0659 -2.1186 -4.4929
H -0.5047 -2.9757 -4.4845
H -2.1652 -2.5130 -7.0354
H -0.7531 -3.5364 -6.9252
H -0.7731 -1.6297 -6.8138
H -1.4931 -4.9281 -5.7001
H -1.6114 -4.7931 -4.2258
C -7.7434 -0.0361 1.9303
O -6.5383 0.6088 1.4247
C -5.6360 1.1625 2.3567
C -4.6689 1.9939 1.5490
C -3.9333 1.1711 0.4345
N -3.6511 2.4781 2.4249
H -7.4763 -0.7515 2.5465
H -8.4313 -0.3433 1.2110
H -8.3717 0.7610 2.3506
H -6.1392 1.6494 3.1298
H -5.1031 0.3105 2.7038
H -5.2509 2.7307 1.1656
H -4.7147 0.8197 -0.2790
H -3.8090 0.0833 0.8863
H -2.9780 1.4981 0.0707
H -3.2240 3.2531 1.8439
H -4.0570 2.9514 3.2715
C 3.5754 2.7533 -5.3258
O 3.3704 3.7008 -4.5924
H 3.7650 2.9897 -6.3922
H 2.6872 2.0609 -5.3205
H 4.2347 2.0926 -4.9351
H 3.0765 4.3886 -5.1377
C -1.8513 -3.5250 -0.1852
O -2.5890 -2.3933 0.1961
H -1.8082 -4.1068 0.5795
H -0.8889 -3.1875 -0.3813
H -2.3245 -4.1469 -0.9364
H -3.4727 -2.4087 -0.0888
C 2.8130 -3.7011 0.8272
O 2.2819 -4.8128 1.6052
H 2.3935 -2.6249 1.1970
H 2.5817 -3.5456 -0.1099
H 3.8972 -3.6464 0.9409
H 1.5576 -4.3375 2.1133
C 5.0217 1.0749 -0.0401
O 5.2135 2.4096 -0.2526
H 4.1748 0.8191 -0.8050
H 4.6760 0.8739 0.8574
H 6.0429 0.5369 -0.0008
H 4.3744 2.8700 -0.6094
C -1.9624 0.1741 4.4901
O -1.7230 0.6253 3.1423
H -1.2379 -0.6909 4.6528
H -2.9712 -0.3236 4.5104
H -1.8216 1.1656 4.9713
H -2.3390 1.2717 2.8696
*
```

Atom charges from the Löwdin analysis, given in e for atoms 1 to 99: number 1, C, carries -0.090; number 2, O, carries -0.243; number 3, C, carries -0.120; number 4, C, carries -0.375; number 5, C, carries 0.014; number 6, N, carries 0.101; number 7, H, carries 0.116; number 8, H, carries -0.009; number 9, H, carries 0.133; number 10, H, carries 0.098; number 11, H, carries 0.173; number 12, H, carries 0.070; number 13, H, carries 0.025; number 14, H, carries -0.020; number 15, H, carries 0.099; number 16, H, carries 0.009; number 17, H, carries 0.005; number 18, C, carries -0.125; number 19, O, carries -0.160; number 20, C, carries -0.096; number 21, C, carries -0.313; number 22, C, carries -0.029; number 23, N, carries 0.081; number 24, H, carries 0.085; number 25, H, carries 0.097; number 26, H, carries 0.050; number 27, H, carries 0.085; number 28, H, carries 0.096; number 29, H, carries 0.019; number 30, H, carries 0.040; number 31, H, carries 0.130; number 32, H, carries 0.067; number 33, H, carries 0.010; number 34, H, carries 0.035; number 35, C, carries -0.044; number 36, O, carries -0.149; number 37, C, carries -0.178; number 38, C, carries -0.482; number 39, C, carries -0.050; number 40, N, carries 0.081; number 41, H, carries -0.031; number 42, H, carries 0.062; number 43, H, carries 0.129; number 44, H, carries 0.128; number 45, H, carries 0.098; number 46, H, carries 0.162; number 47, H, carries 0.091; number 48, H, carries 0.095; number 49, H, carries 0.064; number 50, H, carries 0.066; number 51, H, carries 0.029; number 52, C, carries -0.080; number 53, O, carries -0.178; number 54, C, carries -0.172; number 55, C, carries -0.376; number 56, C, carries -0.054; number 57, N, carries 0.106; number 58, H, carries 0.040; number 59, H, carries 0.064; number 60, H, carries 0.090; number 61, H, carries 0.127; number 62, H, carries 0.068; number 63, H, carries 0.110; number 64, H, carries 0.037; number 65, H, carries 0.097; number 66, H, carries 0.120; number 67, H, carries 0.026; number 68, H, carries -0.033; number 69, C, carries -0.037; number 70, O, carries -0.190; number 71, C, carries -0.202; number 72, C, carries -0.434; number 73, C, carries -0.023; number 74, N, carries 0.017; number 75, H, carries 0.037; number 76, H, carries 0.069; number 77, H, carries 0.099; number 78, H, carries 0.112; number 79, H, carries 0.115; number 80, H, carries 0.103; number 81, H, carries 0.079; number 82, H, carries 0.108; number 83, H, carries 0.061; number 84, H, carries 0.129; number 85, H, carries 0.120; number 86, C, carries -0.309; number 87, O, carries -0.021; number 88, H, carries 0.115; number 89, H, carries 0.092; number 90, H, carries 0.065; number 91, H, carries 0.103; number 92, C, carries -0.124; number 93, O, carries -0.101; number 94, H, carries -0.003; number 95, H, carries 0.070; number 96, H, carries 0.095; number 97, H, carries 0.055; number 98, C, carries -0.152; number 99, O, carries -0.162